Entry 1:
{
  "formula": "C2H5ClO2P",
  "method": "ωB97M-V with the def2-TZVPD basis set",
  "species": ["C", "C", "O", "O", "P", "Cl", "H", "H", "H", "H", "H"],
  "coordinates": [[0.2042, 0.0880, 1.0483], [-0.5129, 0.1177, -0.2596], [-1.8981, -2.0726, 0.5268], [-2.6216, -1.0123, -1.7900], [-1.3479, -1.2678, -0.6152], [-0.2653, -2.6056, -1.7825], [0.0511, 0.9164, 1.7938], [1.2836, 0.0414, 0.8852], [-0.0207, -0.9872, 1.4817], [0.0105, 0.7006, -0.9794], [-3.1809, -1.5964, -1.3052]],
  "forces_ev_per_a": [[0.3, -2.3, 1.4], [-0.3, 0.4, 0.3], [0.0, 0.2, -0.9], [2.7, 0.2, 1.3], [-1.8, 1.0, -0.2], [0.5, -0.7, -0.7], [-0.3, -0.7, -0.5], [0.3, 0.2, 0.0], [0.3, 2.4, 0.1], [-0.1, 0.3, -1.0], [-1.6, -0.9, 0.2]],
  "charge": -1,
  "homo_energy_ev": -2.86,
  "e_above_lowest_ev": 1.6253,
  "gap_ev": 6.749,
  "smiles": "CC=[P@@]([O-])(O)Cl"
}

=====

Entry 2:
{
  "formula": "C25H65F2N7NaO9PSr",
  "method": "ωB97M-V with the def2-TZVPD basis set",
  "species": ["Na", "Sr", "O", "P", "O", "F", "F", "C", "C", "C", "O", "C", "N", "H", "H", "H", "H", "H", "H", "H", "H", "H", "H", "H", "C", "C", "C", "O", "C", "N", "H", "H", "H", "H", "H", "H", "H", "H", "H", "H", "H", "C", "C", "C", "O", "C", "N", "H", "H", "H", "H", "H", "H", "H", "H", "H", "H", "H", "C", "C", "C", "O", "C", "N", "H", "H", "H", "H", "H", "H", "H", "H", "H", "H", "H", "C", "O", "N", "C", "C", "H", "H", "H", "H", "H", "H", "H", "C", "O", "N", "C", "C", "H", "H", "H", "H", "H", "H", "H", "C", "O", "N", "C", "C", "H", "H", "H", "H", "H", "H", "H"],
  "coordinates": [[-16.2508, -25.4443, -19.8164], [-20.3226, -26.3164, -17.3538], [-17.7614, -27.1392, -20.9614], [-19.2452, -27.1968, -21.0321], [-20.0658, -26.7401, -19.8487], [-19.6565, -28.7064, -21.2996], [-19.7152, -26.4050, -22.3670], [-18.7293, -31.8899, -20.7408], [-20.2110, -32.1328, -20.4536], [-20.4771, -33.3590, -19.5560], [-20.2547, -34.5263, -20.3865], [-20.2558, -35.7005, -19.6228], [-20.7482, -30.8650, -19.9000], [-18.1931, -31.6880, -19.8136], [-18.5417, -30.9921, -21.3298], [-18.1762, -32.7428, -21.1342], [-20.7018, -32.2992, -21.4124], [-21.4238, -33.3675, -19.0158], [-19.6731, -33.2809, -18.8241], [-20.1159, -36.4742, -20.3777], [-21.1872, -35.9006, -19.0931], [-19.4415, -35.7567, -18.9005], [-20.4636, -30.0449, -20.4162], [-20.4310, -30.7379, -18.9495], [-16.8314, -29.2592, -18.0373], [-18.3242, -29.2755, -17.7686], [-18.6568, -30.5992, -16.9528], [-20.0280, -31.0561, -17.1062], [-20.2753, -32.2200, -16.3271], [-18.4728, -28.0792, -16.9330], [-16.5944, -28.6772, -18.9279], [-16.5861, -30.2292, -18.4697], [-16.2358, -29.0042, -17.1608], [-18.9374, -29.3416, -18.6674], [-18.5558, -30.3202, -15.9039], [-17.9818, -31.4220, -17.1885], [-20.4482, -31.8235, -15.3266], [-19.5296, -33.0150, -16.3387], [-21.2794, -32.5676, -16.5700], [-18.1012, -28.2485, -16.0093], [-17.7779, -27.4542, -17.3158], [-23.2180, -23.6088, -14.6709], [-22.9489, -24.3048, -15.9836], [-22.2207, -23.3924, -16.9575], [-21.5878, -24.0013, -18.0868], [-21.1212, -23.1391, -19.1070], [-22.1951, -25.4884, -15.6611], [-22.3493, -23.2566, -14.1146], [-23.7296, -24.2473, -13.9508], [-23.7566, -22.6728, -14.8188], [-23.9283, -24.5074, -16.4170], [-21.3394, -23.0287, -16.4292], [-22.8634, -22.5679, -17.2659], [-20.3116, -22.5056, -18.7446], [-21.8642, -22.5082, -19.5949], [-20.7158, -23.8704, -19.8063], [-22.6594, -25.9587, -14.8973], [-21.3181, -25.1771, -15.2686], [-22.0225, -25.6066, -25.9471], [-21.0170, -24.5726, -25.4547], [-21.3439, -24.0118, -24.0353], [-22.4694, -23.1870, -24.1049], [-22.7588, -22.6596, -22.7927], [-19.7398, -25.1895, -25.3304], [-21.9568, -25.8086, -27.0162], [-22.9997, -25.1275, -25.8862], [-22.1207, -26.4946, -25.3227], [-21.0908, -23.7726, -26.1914], [-20.5215, -23.4557, -23.5855], [-21.5202, -24.8039, -23.3076], [-22.0795, -21.9176, -22.3730], [-22.7330, -23.4106, -22.0032], [-23.7772, -22.2809, -22.8798], [-19.1789, -24.4922, -24.8621], [-19.8356, -25.8913, -24.6104], [-23.2684, -26.0223, -19.7161], [-22.8043, -26.6474, -18.7292], [-23.7334, -26.6005, -20.8468], [-24.1476, -25.8401, -21.9977], [-23.6845, -28.0371, -21.0182], [-23.3866, -24.9304, -19.7945], [-23.4171, -26.1096, -22.7605], [-24.3785, -24.7800, -21.8922], [-25.0506, -26.2182, -22.4769], [-24.6584, -28.3236, -21.4152], [-23.0317, -28.3533, -21.8317], [-23.5758, -28.5840, -20.0816], [-21.6063, -31.3422, -24.3736], [-21.2872, -32.5048, -23.9834], [-20.7523, -30.3371, -24.4363], [-21.1689, -28.8926, -24.5725], [-19.2893, -30.5972, -24.2720], [-22.6260, -30.9415, -24.4830], [-20.7830, -28.4162, -25.4737], [-20.8498, -28.3301, -23.6952], [-22.2397, -28.9813, -24.7561], [-18.7615, -30.4744, -25.2178], [-18.9658, -29.8849, -23.5130], [-18.9933, -31.6073, -23.9887], [-15.9375, -25.9783, -23.9224], [-15.5578, -24.8040, -23.8897], [-15.8956, -26.7792, -25.0046], [-16.3790, -28.1337, -24.9895], [-15.4304, -26.4045, -26.3044], [-16.3265, -26.5858, -23.0906], [-17.2592, -28.3254, -25.6031], [-16.4418, -28.4974, -23.9639], [-15.5987, -28.7283, -25.4646], [-16.2199, -26.5210, -27.0469], [-15.1473, -25.3524, -26.3396], [-14.5728, -27.0510, -26.4905]],
  "forces_ev_per_a": [[-0.4, -0.3, -0.2], [-1.0, -0.2, -1.8], [-0.3, 0.3, -0.1], [0.2, 0.7, 1.0], [0.5, -0.1, -1.0], [0.1, 1.5, -0.8], [0.1, -1.3, 1.5], [0.8, -0.6, 0.6], [-0.2, 1.2, -0.6], [1.5, 0.3, -1.2], [-0.6, 1.5, 1.3], [0.2, -0.7, -0.7], [-0.8, -0.6, 0.4], [-0.1, 0.1, 0.5], [-0.3, -0.2, -0.4], [-0.3, -0.1, -0.5], [-0.2, -0.2, 0.0], [-0.3, 0.0, -0.4], [0.1, -0.5, 0.6], [0.0, -0.3, 0.3], [-0.3, 0.2, 0.0], [0.2, 0.2, 0.1], [-0.1, -0.7, -0.1], [-0.2, -0.2, 0.1], [0.0, -1.7, -2.1], [0.8, -2.1, 1.4], [-1.2, 0.9, 0.1], [1.6, 0.2, -0.6], [-1.3, 1.2, 0.9], [-1.7, 0.6, 0.0], [0.0, 0.9, 0.4], [0.6, -0.4, 0.5], [0.0, -0.2, -0.2], [0.1, 0.7, 0.0], [0.4, -0.3, 0.4], [0.1, 0.1, -0.2], [0.5, -0.5, 0.6], [0.1, 0.2, -0.3], [0.3, -0.3, -0.6], [-0.1, -0.4, 0.3], [0.2, 0.9, -0.2], [-0.2, 1.6, 0.5], [-0.7, 0.7, -0.1], [1.5, 0.5, 0.3], [-1.3, -1.0, 0.3], [0.7, -0.5, 0.0], [0.7, -1.2, -0.8], [0.6, -0.3, -0.4], [-0.4, 0.0, -0.3], [-0.5, -0.1, 0.1], [0.1, -0.8, -0.1], [-0.1, 0.9, 0.6], [0.0, 0.0, 0.0], [0.1, 0.1, 0.1], [-0.4, -0.2, 0.2], [0.1, 0.4, -0.4], [-0.1, -0.3, 0.0], [0.2, 0.5, 0.7], [-1.3, 1.0, 0.2], [-1.4, -0.4, 1.1], [-0.5, 0.0, -1.1], [-0.3, 0.8, 1.8], [-0.7, -0.3, -0.7], [1.4, 0.1, -0.3], [0.6, -0.4, 0.2], [-0.3, 0.1, 0.2], [0.4, -0.2, -0.1], [0.7, 0.3, 0.2], [0.6, 0.3, -0.4], [-0.1, -0.6, -0.1], [0.3, 0.5, -0.8], [-0.2, -0.7, -0.2], [0.2, 0.3, 0.3], [0.9, 0.1, -0.2], [0.0, -0.5, 0.0], [0.1, -1.4, 0.3], [-0.5, 1.3, -1.3], [0.4, 0.3, 1.7], [-0.3, -0.8, -1.3], [-1.3, -0.4, -0.5], [0.3, 0.0, 0.5], [0.3, 1.0, -0.3], [0.8, -0.1, 0.5], [-0.4, -0.5, 0.6], [-0.3, -0.1, 0.1], [0.7, 0.1, 0.4], [0.5, 0.3, -0.2], [0.2, -2.8, 2.5], [-1.2, 2.8, -1.7], [2.5, 1.6, -0.5], [0.1, -2.2, -0.6], [-0.6, 0.4, -0.1], [-0.3, -0.8, -0.3], [0.4, -0.2, 0.0], [-0.4, 0.0, 0.0], [-0.2, 0.6, 0.5], [-0.1, 0.6, -0.1], [0.5, 0.0, -0.2], [-0.9, 0.0, 0.4], [0.5, 0.5, -0.8], [-0.6, -1.2, 0.4], [-0.9, 0.1, 0.0], [0.9, -0.6, 0.2], [0.4, 0.9, -0.1], [-0.1, 0.5, 0.5], [-0.4, 0.4, 0.3], [-0.5, 0.0, -0.1], [0.1, -0.3, 0.0], [0.0, -0.3, -0.1], [0.2, -0.1, 0.2], [0.1, 0.2, -0.6]],
  "charge": 1,
  "homo_energy_ev": [-6.84, -10.36],
  "multiplicity": 2,
  "gap_ev": [3.812, 7.218]
}

=====

Entry 3:
{
  "formula": "C26H24N4O4",
  "method": "ωB97M-V with the def2-TZVPD basis set",
  "species": ["C", "H", "O", "C", "C", "C", "C", "C", "C", "H", "H", "C", "C", "N", "N", "N", "C", "C", "C", "C", "C", "C", "H", "H", "N", "C", "O", "C", "C", "C", "C", "C", "C", "C", "C", "H", "O", "C", "H", "H", "H", "O", "C", "H", "H", "H", "H", "H", "H", "H", "H", "H", "H", "H", "H", "H", "H", "H"],
  "coordinates": [[5.4893, -2.9280, 3.2054], [5.9847, -3.5934, 2.4913], [4.2231, -2.5237, 2.7426], [4.1466, -1.8189, 1.5833], [2.8598, -1.4576, 1.1749], [2.6667, -0.7345, 0.0209], [3.7567, -0.3479, -0.7624], [5.0338, -0.7249, -0.3624], [5.2342, -1.4485, 0.7989], [6.2404, -1.7160, 1.0802], [5.8840, -0.4359, -0.9623], [3.5720, 0.3937, -1.9972], [4.1525, 0.2357, -3.2441], [3.5822, 1.1064, -4.0934], [2.7013, 1.7884, -3.4732], [2.6614, 1.3899, -2.1984], [1.8300, 2.0261, -1.2669], [2.2974, 2.3425, 0.0038], [1.4564, 2.9591, 0.9070], [0.1427, 3.2701, 0.5570], [-0.2950, 3.0068, -0.7411], [0.5403, 2.3842, -1.6440], [0.2132, 2.1786, -2.6508], [-1.2923, 3.2904, -1.0363], [-0.6836, 3.8787, 1.5000], [-2.0431, 3.7762, 1.6705], [-2.6236, 4.5732, 2.3810], [-2.7301, 2.6366, 1.0374], [-2.2219, 1.3990, 0.9986], [-2.8590, 0.2088, 0.4750], [-2.1123, -0.9590, 0.3616], [-2.6687, -2.1164, -0.1557], [-3.9926, -2.1408, -0.5642], [-4.7707, -0.9623, -0.4456], [-4.1988, 0.1846, 0.0635], [-4.7894, 1.0794, 0.1629], [-6.0605, -1.0770, -0.8605], [-6.8975, 0.0488, -0.7661], [-7.8659, -0.2744, -1.1444], [-6.5293, 0.8780, -1.3793], [-7.0083, 0.3837, 0.2705], [-4.6380, -3.2170, -1.0779], [-3.9288, -4.4232, -1.2171], [-3.5778, -4.7983, -0.2501], [-4.6376, -5.1321, -1.6418], [-3.0764, -4.3138, -1.8956], [-2.0573, -3.0010, -0.2341], [-1.0782, -0.9650, 0.6737], [-1.2206, 1.2369, 1.3797], [-3.7422, 2.8502, 0.7281], [-0.2382, 4.5273, 2.1378], [1.8154, 3.2010, 1.8964], [3.3125, 2.1059, 0.2833], [4.9105, -0.4500, -3.5608], [1.6641, -0.4781, -0.2892], [2.0260, -1.7649, 1.7861], [5.3049, -3.4688, 4.1320], [6.1354, -2.0687, 3.4115]],
  "forces_ev_per_a": [[0.2, -0.1, 0.1], [0.0, 0.0, 0.0], [-0.3, 0.1, -0.2], [-0.1, 0.1, -0.1], [0.1, -0.1, 0.2], [0.2, -0.1, 0.0], [0.2, -0.2, 0.3], [-0.3, 0.2, -0.1], [0.1, -0.3, 0.3], [0.1, 0.0, 0.1], [0.1, 0.0, 0.0], [0.1, 0.1, -0.8], [-0.2, -0.1, 0.9], [0.3, -0.1, -0.6], [-0.8, 1.0, -0.2], [0.9, -0.9, -0.1], [-0.5, 0.6, 0.5], [0.0, 0.0, -0.3], [-0.3, 0.0, 0.0], [0.4, -0.2, -0.4], [0.1, 0.2, 0.1], [0.2, -0.2, 0.0], [0.0, 0.0, -0.1], [0.0, 0.0, -0.1], [0.2, 0.3, 0.4], [0.1, 0.1, 0.2], [-0.2, 0.0, -0.1], [-0.2, -0.5, 0.1], [0.0, 0.7, 0.2], [0.0, -0.7, -0.2], [-0.1, 0.5, 0.1], [-0.3, -0.3, -0.2], [0.0, 0.0, 0.0], [-0.1, -0.1, -0.1], [-0.1, -0.1, 0.0], [-0.1, 0.1, 0.0], [0.4, -0.3, 0.0], [-0.1, 0.2, 0.0], [0.1, 0.1, 0.0], [0.0, 0.0, 0.0], [0.0, 0.0, 0.0], [-0.1, 0.5, 0.1], [0.2, -0.2, 0.0], [0.0, 0.0, 0.0], [0.1, 0.0, 0.0], [0.0, 0.0, 0.0], [0.0, -0.1, 0.0], [0.1, 0.0, 0.1], [0.1, 0.0, 0.0], [-0.1, 0.0, -0.1], [-0.2, 0.0, -0.1], [0.0, 0.0, 0.1], [0.1, 0.0, 0.0], [0.1, -0.2, 0.0], [-0.1, 0.0, 0.0], [-0.1, 0.0, 0.1], [0.1, 0.0, -0.1], [0.0, 0.0, 0.0]],
  "charge": 0,
  "homo_energy_ev": -8.06,
  "e_above_lowest_ev": 2.9876,
  "gap_ev": 8.188,
  "smiles": "COc1ccc(-c2cnnn2-c2ccc(NC(=O)/C=C/c3ccc(OC)c(OC)c3)cc2)cc1"
}